# 1
{
  "formula": "C8H19ClNOP",
  "method": "ωB97M-V/def2-TZVPD",
  "gap_ev": [6.332, 9.017],
  "lumo_energy_ha": [-0.0344, -0.0133],
  "multiplicity": 1,
  "relative_energy_kj_mol": 31.9,
  "charge": 0,
  "homo_energy_ha": [-0.2671, -0.3447],
  "symbols": ["C", "C", "C", "C", "C", "C", "C", "C", "N", "O", "P", "Cl", "H", "H", "H", "H", "H", "H", "H", "H", "H", "H", "H", "H", "H", "H", "H", "H", "H", "H", "H"],
  "coordinates": [[1.9352, -1.6928, 0.9458], [-0.1213, -2.6552, -0.2163], [1.2386, -1.1066, -1.4846], [-0.3002, 1.6709, -1.3975], [-1.0218, 2.4694, 0.9031], [1.4864, 1.9067, 0.3654], [0.7828, -1.4882, -0.0628], [0.0083, 1.6469, 0.1033], [-4.9934, -1.0040, 0.3610], [-0.3980, -0.2426, 2.1279], [-0.2733, -0.1755, 0.6885], [-3.5732, -0.2402, -0.0603], [2.3825, -2.6796, 0.8139], [2.8963, -0.9707, 0.8164], [1.4089, -1.6566, 1.9545], [0.5356, -3.5617, -0.4521], [-0.6818, -2.3532, -1.2507], [-0.8168, -2.9338, 0.5117], [1.5049, -0.0345, -1.5104], [1.9922, -1.8467, -1.7128], [0.5716, -1.2923, -2.2786], [0.6137, 1.6345, -1.9356], [-0.9637, 0.8649, -1.4623], [-0.7311, 2.5997, -1.5873], [-2.0067, 2.1471, 0.6767], [-0.8891, 3.5414, 0.6342], [-0.7890, 2.2799, 1.8799], [1.9196, 1.8372, -0.6096], [1.4187, 2.9724, 0.7633], [1.8371, 1.0985, 1.0447], [-4.9730, -0.7354, 1.4307]]
}

# 2
{
  "formula": "C21H21BrN7O11SeZr",
  "method": "ωB97M-V/def2-TZVPD",
  "gap_ev": 7.533,
  "lumo_energy_ha": 0.0676,
  "multiplicity": 1,
  "relative_energy_kj_mol": 450.3,
  "charge": -1,
  "homo_energy_ha": -0.2093,
  "symbols": ["Zr", "Br", "C", "C", "C", "C", "O", "C", "C", "N", "C", "C", "C", "C", "C", "C", "C", "C", "N", "C", "C", "H", "H", "H", "H", "H", "H", "H", "H", "H", "H", "N", "N", "C", "N", "N", "N", "O", "O", "H", "H", "H", "H", "H", "C", "O", "C", "O", "H", "H", "H", "C", "C", "O", "O", "H", "H", "H", "O", "Se", "O", "O", "O"],
  "coordinates": [[0.6988, -0.2224, -0.2523], [4.4730, 0.7424, 5.8593], [3.8170, 0.6987, 4.0729], [4.5149, -0.0351, 3.1107], [4.0690, -0.0471, 1.8153], [2.8792, 0.6227, 1.4186], [2.4979, 0.6073, 0.1956], [2.1810, 1.3565, 2.4437], [0.9930, 2.0697, 2.0932], [0.4152, 1.8356, 0.9689], [-0.6299, 2.5753, 0.4539], [-1.7385, 3.0428, 1.1316], [-2.7357, 3.7458, 0.4411], [-2.6158, 4.0130, -0.8971], [-1.4920, 3.5589, -1.6228], [-1.2825, 3.7887, -2.9990], [-0.1634, 3.2840, -3.5960], [0.7409, 2.5204, -2.8326], [0.5909, 2.2903, -1.5560], [-0.5009, 2.8095, -0.9478], [2.6793, 1.3962, 3.7513], [5.3982, -0.5936, 3.3924], [4.5796, -0.6081, 1.0455], [0.6275, 2.8433, 2.7816], [-1.8596, 2.8195, 2.1807], [-3.6077, 4.0814, 0.9841], [-3.3802, 4.5662, -1.4251], [-2.0201, 4.3429, -3.5630], [0.0130, 3.4136, -4.6513], [1.6099, 2.0767, -3.3021], [2.1394, 1.9650, 4.4962], [-3.0611, 0.1129, 1.2508], [-3.3572, -0.8227, 0.2412], [-2.7488, -2.0232, 0.1384], [-2.9242, -2.7034, -1.0072], [-2.1725, -2.4770, 1.2443], [-1.5584, -3.6424, 1.2844], [-1.7469, -4.5181, 0.4388], [-0.8301, -3.8302, 2.2413], [-2.2216, 0.6337, 0.9667], [-2.7848, -0.4196, 2.0792], [-3.6145, -0.3798, -0.6337], [-2.7512, -2.1939, -1.8715], [-2.4316, -3.5967, -1.0003], [1.3057, -1.9447, 3.5002], [1.1319, -1.5145, 2.1385], [0.0805, -0.6658, 1.8538], [-0.5921, -0.2513, 2.8026], [2.3583, -2.1947, 3.6122], [0.6737, -2.8161, 3.6758], [1.0143, -1.1336, 4.1725], [1.3274, -4.1801, -0.6605], [1.1652, -2.6860, -0.5064], [2.1581, -1.9352, -0.3825], [-0.0006, -2.1971, -0.4527], [2.3664, -4.4222, -0.8655], [0.6780, -4.5455, -1.4527], [1.0089, -4.6423, 0.2734], [-1.2809, -1.7578, -2.9609], [-0.6426, -0.3580, -2.5763], [-1.0881, 0.7007, -3.6670], [-1.1474, 0.1400, -1.0621], [0.9687, -0.4235, -2.3673]]
}

# 3
{
  "formula": "C37H31AgF6IN11O3PS",
  "method": "ωB97M-V/def2-TZVPD",
  "gap_ev": [8.570, 5.939],
  "lumo_energy_ha": [0.0085, -0.0887],
  "multiplicity": 2,
  "relative_energy_kj_mol": 0.0,
  "charge": 0,
  "homo_energy_ha": [-0.3065, -0.3069],
  "symbols": ["Ag", "C", "N", "C", "N", "C", "N", "C", "C", "C", "C", "C", "C", "C", "N", "N", "C", "O", "C", "C", "C", "C", "C", "C", "N", "C", "N", "C", "N", "C", "H", "H", "H", "H", "H", "H", "H", "H", "H", "H", "H", "H", "H", "H", "H", "H", "F", "P", "F", "F", "F", "F", "F", "N", "C", "C", "C", "N", "C", "C", "H", "H", "H", "H", "H", "H", "I", "C", "C", "C", "C", "N", "C", "H", "H", "H", "H", "O", "C", "O", "C", "C", "C", "C", "S", "C", "C", "H", "H", "H", "H", "H"],
  "coordinates": [[0.1146, 1.2667, -0.7491], [4.3750, -0.8170, 2.3295], [3.7027, -0.1465, 1.2189], [2.5526, 0.5215, 1.2147], [2.2470, 0.8767, -0.0185], [3.2752, 0.3678, -0.7523], [4.1861, -0.2545, -0.0429], [3.9010, -2.2364, 2.5189], [4.7595, -3.3067, 2.3130], [4.3028, -4.6110, 2.4716], [2.9873, -4.8515, 2.8278], [2.1263, -3.7780, 3.0328], [2.5837, -2.4789, 2.8775], [0.7334, -4.0161, 3.4041], [0.1425, -5.1248, 3.6740], [-1.1809, -4.7933, 3.9753], [-1.2618, -3.5153, 3.8593], [-0.0862, -2.9498, 3.5190], [-2.4196, -2.6471, 4.0640], [-3.6430, -3.2115, 4.4008], [-4.7442, -2.3905, 4.5736], [-4.6253, -1.0183, 4.4087], [-3.3993, -0.4516, 4.0809], [-3.3107, 1.0517, 3.9449], [-2.1909, 1.5141, 3.1332], [-1.9511, 1.2992, 1.8382], [-0.8375, 1.9086, 1.4801], [-0.4192, 2.4853, 2.6361], [-1.1987, 2.2646, 3.6734], [-2.2954, -1.2702, 3.9071], [4.2007, -0.2217, 3.2243], [5.4362, -0.7948, 2.1012], [1.9538, 0.7047, 2.0940], [3.3362, 0.4627, -1.8225], [5.7861, -3.1237, 2.0158], [4.9768, -5.4422, 2.3037], [2.6111, -5.8600, 2.9440], [1.8882, -1.6585, 3.0145], [-3.7181, -4.2865, 4.5087], [-5.7051, -2.8226, 4.8230], [-5.4967, -0.3830, 4.5292], [-3.1738, 1.5223, 4.9146], [-4.2350, 1.4362, 3.5166], [-2.5696, 0.6788, 1.2023], [0.4783, 3.0805, 2.7202], [-1.3388, -0.8561, 3.6129], [0.0222, -0.9257, 1.3048], [-0.5373, -1.9897, 0.1887], [-1.6508, -2.4779, 1.2419], [0.5708, -1.4184, -0.8683], [-1.0955, -2.9918, -0.9198], [-1.5734, -0.8214, -0.3442], [0.5066, -3.0831, 0.7202], [-5.9904, 2.2606, -2.5509], [-4.6696, 2.1269, -2.2428], [-3.8847, 1.1237, -2.8221], [-2.5591, 1.0245, -2.4696], [-1.9585, 1.8395, -1.5959], [-2.7091, 2.7936, -1.0394], [-4.0422, 2.9818, -1.3271], [-6.4204, 1.6682, -3.2353], [-6.5482, 2.9787, -2.1304], [-4.3124, 0.4227, -3.5283], [-1.9441, 0.2346, -2.8820], [-2.1979, 3.4400, -0.3351], [-4.5945, 3.7824, -0.8484], [-0.0144, 6.5807, -4.2732], [0.6435, 5.7940, -2.4625], [1.6687, 6.3936, -1.7522], [2.0704, 5.8029, -0.5641], [1.4314, 4.6472, -0.1472], [0.4417, 4.0696, -0.8265], [0.0561, 4.6373, -1.9695], [2.1469, 7.2930, -2.1170], [2.8715, 6.2296, 0.0252], [1.7397, 4.1467, 0.7656], [-0.7367, 4.1390, -2.5179], [3.5211, -2.7151, -7.6592], [2.3031, -2.6692, -7.0736], [1.4460, -3.4260, -7.4234], [2.0732, -1.5787, -6.0651], [0.7521, -1.2586, -5.7634], [0.4660, -0.2512, -4.8643], [1.4988, 0.4476, -4.2217], [1.1811, 1.7511, -3.1199], [2.8251, 0.0953, -4.5064], [3.1058, -0.8979, -5.4278], [4.0652, -1.9748, -7.3656], [-0.0367, -1.8137, -6.2529], [-0.5618, 0.0101, -4.6497], [3.6300, 0.6128, -3.9996], [4.1441, -1.1580, -5.6013]]
}